(1)
ORCA calculation (wB97M-V/def2-TZVPD) on a cluster of 13 separate species, H26O13 in total.

Values from the calculation:
Kohn-Sham gap = 9.3672 eV
HOMO = -9.88 eV
ΔE to the lowest compared entry with this formula, charge and spin = 64.1 kcal/mol

```
! wB97M-V def2-TZVPD RIJCOSX def2/J DEFGRID3
* xyz 0 1
O -2.3962 0.8531 2.8729
H -3.3242 0.9801 2.8469
H -2.2392 0.2771 2.1019
O -2.2882 1.2461 -0.1371
H -3.2252 0.9721 -0.0341
H -2.3462 2.1701 0.1669
O -3.2302 0.7331 -2.5191
H -2.4692 0.7211 -1.9401
H -2.9432 1.1731 -3.3171
O -0.4032 -2.7799 -0.5371
H -0.2152 -2.0649 -1.1281
H 0.3628 -3.2159 -0.1821
O 2.0308 -3.2939 1.1169
H 2.5898 -4.0599 1.3149
H 2.4378 -2.6849 1.7629
O 2.6668 0.9531 1.8319
H 1.9328 0.6251 1.2249
H 2.7578 0.0921 2.1849
O 2.8008 1.0631 -1.8031
H 2.4498 0.1831 -1.5921
H 3.3328 1.4261 -1.1261
O 1.1598 3.0781 -0.5481
H 1.0378 2.1141 -0.5841
H 0.6678 3.4811 0.1769
O -0.2332 3.2751 2.0319
H -0.0352 3.5551 2.9179
H -0.1992 2.3571 1.9719
O -0.6482 -0.5959 -2.6191
H -1.5502 -0.7279 -2.6291
H -0.4612 -0.7219 -3.5511
O -2.4722 -1.6039 1.0519
H -1.6892 -1.9959 1.3339
H -2.2892 -1.5869 0.1129
O 2.3498 -1.5759 -1.1481
H 2.6468 -2.1759 -1.7361
H 2.8358 -1.6689 -0.3531
O 0.4408 0.1291 0.2399
H -0.4702 0.1021 -0.0031
H 0.6278 -0.8069 0.2259
*
```



(2)
ORCA calculation (wB97M-V/def2-TZVPD) on a cluster of 13 separate species, H26O13 in total.

Values from the calculation:
<S²> = 0.756
Kohn-Sham gap (alpha / beta) = 10.7060 / 3.0085 eV
HOMO (alpha / beta) = -14.05 / -14.04 eV
ΔE to the lowest compared entry with this formula, charge and spin = 80.6 kcal/mol

```
! wB97M-V def2-TZVPD RIJCOSX def2/J DEFGRID3
* xyz 1 2
O -0.0804 -1.9218 3.5949
H -0.5397 -1.3292 2.9351
H 0.0771 -2.7811 3.1196
O 0.0171 0.0156 -1.5099
H 0.2620 0.9399 -1.4635
H -0.1276 -0.1439 -0.5616
O 2.8925 1.3577 -0.6903
H 2.9206 0.6050 -1.3107
H 1.9413 1.3315 -0.5523
O -2.6000 0.6091 -2.8599
H -1.8765 0.6633 -3.5278
H -2.0683 -0.1387 -2.4799
O -3.0240 -0.9664 -0.6473
H -2.9012 -1.6587 0.0412
H -3.8187 -0.4694 -0.4590
O -1.5353 2.8611 1.8371
H -2.2120 2.9580 2.5312
H -1.9978 2.8392 0.9843
O 2.0451 -0.8172 1.2579
H 2.9802 -0.9653 1.3769
H 1.6338 -1.2421 2.0119
O -2.5381 2.1849 -0.7845
H -2.5306 1.2277 -1.0142
H -3.3199 2.2073 -1.3487
O 3.9431 -1.7019 -1.2664
H 3.2412 -1.4052 -1.8622
H 3.3976 -1.4403 -0.4744
O -0.9743 -0.2228 1.0877
H -1.3041 0.4641 0.5068
H -0.1088 0.0984 1.3536
O 1.2352 1.3399 -3.1814
H 0.7632 0.5613 -3.5388
H 0.9235 1.8661 -3.9504
O 1.4800 -3.6291 0.7226
H 0.8327 -4.0472 1.3340
H 0.9974 -2.9550 0.2173
O 0.6251 1.0917 2.5766
H 1.4965 1.1246 3.0231
H -0.1480 1.4890 2.9714
*
```



(3)
ORCA calculation (wB97M-V/def2-TZVPD) on a structure of composition H26O13Xe.

Values from the calculation:
Kohn-Sham gap = 9.5883 eV
HOMO = -10.18 eV
ΔE to the lowest compared entry with this formula, charge and spin = 26.5 kcal/mol

```
! wB97M-V def2-TZVPD RIJCOSX def2/J DEFGRID3
* xyz 0 1
Xe -0.1444 0.5520 0.0850
O 3.5222 -0.1762 0.6431
H 4.4393 -0.0652 0.3925
H 3.1780 0.7155 0.6951
O 0.3483 -0.1837 4.1783
H 1.2681 -0.3639 3.9841
H -0.1311 -0.8912 3.7472
O 0.6558 -2.1237 -2.3009
H 1.4667 -1.7957 -1.9123
H 0.9231 -2.4821 -3.1473
O -2.4444 -2.2409 1.1664
H -2.9090 -3.0358 1.4282
H -3.0288 -1.5267 1.4205
O -0.4666 4.1742 2.0568
H -1.3261 3.7544 2.0207
H -0.6579 5.1010 2.2006
O 2.7681 1.8328 -2.3969
H 1.9163 2.2691 -2.4158
H 2.8420 1.4137 -3.2543
O -0.7603 -0.0054 -3.6011
H -1.5057 0.4433 -3.2022
H -0.3850 -0.5257 -2.8907
O 2.3150 2.3346 1.5290
H 1.4188 2.5407 1.2633
H 2.6662 3.1643 1.8523
O -0.0115 -2.5480 2.7783
H -0.8752 -2.4165 2.3871
H 0.5788 -2.6422 2.0307
O -1.5001 -3.6107 -1.1318
H -2.0978 -3.0562 -0.6302
H -0.8391 -3.0066 -1.4700
O -2.4215 1.7834 -2.1202
H -2.1006 2.3231 -1.3978
H -3.3578 1.6838 -1.9480
O 3.1668 -1.3090 -2.0253
H 3.1451 -0.8790 -2.8802
H 3.0829 -0.5938 -1.3947
O -4.0383 0.2063 1.2132
H -3.7367 1.0307 1.5948
H -4.9638 0.1556 1.4522
*
```



(4)
ORCA calculation (wB97M-V/def2-TZVPD) on a cluster of 13 separate species, H27O13 in total.

Values from the calculation:
<S²> = 0.751
Kohn-Sham gap (alpha / beta) = 3.3370 / 10.7335 eV
HOMO (alpha / beta) = -3.17 / -11.12 eV
ΔE to the lowest compared entry with this formula, charge and spin = 142.4 kcal/mol

```
! wB97M-V def2-TZVPD RIJCOSX def2/J DEFGRID3
* xyz 0 2
O -1.7597 -2.3083 1.0522
H -2.4724 -1.6728 0.6133
H -1.2290 -2.7994 0.4003
O -3.8560 0.5922 -0.0836
H -3.1080 0.3292 0.4904
H 0.1653 0.3986 1.1122
O -3.0832 -1.4681 -0.9812
H -0.1434 -3.8116 0.2030
O -0.6268 3.7721 0.2890
H 1.4976 1.3167 1.7321
H -0.4818 4.5124 0.8168
O -0.6558 2.9487 -2.2495
H -1.2545 2.4423 -1.6052
H -1.3288 2.9829 -2.9430
O 3.1815 -1.7610 0.6986
H 4.1237 -1.7974 0.3743
H 2.6231 -1.4148 0.0370
O 1.8183 -1.3977 -3.2292
H 2.5465 -0.9594 -3.5920
H 1.1874 -0.9029 -2.8276
O 0.8388 -3.8152 0.4019
H 1.3531 -4.3493 -0.0935
H -1.1308 -1.5396 1.7162
O 0.6281 1.3050 1.9861
H -1.1262 -0.3225 4.5672
H 0.0400 1.9470 1.5274
O 2.0346 1.4364 -2.3872
H 1.8734 2.2963 -2.9105
H 1.1396 1.5523 -1.9894
O -0.4172 -0.5484 0.8817
H 0.3938 3.7549 -0.0015
H 0.2386 -1.0442 0.3986
O 3.1200 1.0227 0.4537
H 3.0082 0.4293 -0.2024
H 3.8506 0.8909 0.8842
O -1.0032 -0.8284 3.7247
H -0.8911 -0.0791 3.1786
H -3.8222 1.5303 0.1773
H -4.0998 -1.7821 -1.0306
H -3.1724 -0.8580 -1.5907
*
```